Record 1
Formula: C4H10N4O3S
Source: the OMol25 dataset
Level of theory: ωB97M-V/def2-TZVPD

Each atom is followed by the atoms it is bonded to, with distances in Å.
CARTESIAN COORDINATES (ANGSTROEM)
1 C 2.062 1.060 0.931  N5 1.164, N7 1.301
2 C 1.018 -0.041 -1.845  C4 1.550, H13 1.166, H14 1.135, H15 1.128
3 C -3.277 -2.222 1.393  S12 1.806, H16 1.036, H17 1.099, H18 1.050
4 C 2.422 0.481 -1.446  C2 1.550, N5 1.416, H19 1.098, H20 1.107
5 N 2.488 1.055 -0.153  C1 1.164, C4 1.416
6 N -0.206 -0.331 2.092  N8 1.221, O9 1.301
7 N 2.044 1.496 2.157  C1 1.301, H21 1.070, H22 1.035
8 N -1.308 -0.857 2.059  N6 1.221, S12 1.627
9 O 0.464 -0.005 1.026  N6 1.301
10 O -2.603 0.154 0.143  S12 1.457
11 O -1.228 -1.859 -0.266  S12 1.450
12 S -2.070 -1.106 0.644  C3 1.806, N8 1.627, O10 1.457, O11 1.450
13 H 0.048 0.551 -1.585  C2 1.166
14 H 1.186 0.072 -2.962  C2 1.135
15 H 0.949 -1.101 -1.465  C2 1.128
16 H -2.883 -3.150 1.157  C3 1.036
17 H -3.185 -2.083 2.480  C3 1.099
18 H -4.291 -1.958 1.321  C3 1.050
19 H 2.867 1.145 -2.199  C4 1.098
20 H 3.018 -0.444 -1.326  C4 1.107
21 H 3.001 1.769 2.550  N7 1.070
22 H 1.473 1.029 2.883  N7 1.035

Computed properties:
Relative energy (zero: lowest compared OMol25 entry of this formula, charge and spin)   77.05 kJ/mol
Frontier orbital gap   9.06 eV
HOMO level   -8.7 eV

Record 2
Formula: C4H10N4S
Source: the OMol25 dataset
Level of theory: ωB97M-V/def2-TZVPD

Each atom is followed by the atoms it is bonded to, with distances in Å.
CARTESIAN COORDINATES (ANGSTROEM)
1 C 1.684 1.517 0.312  C2 1.403, N5 1.223, H10 1.084
2 C 2.861 1.007 -0.256  C1 1.403, S9 1.826, H11 1.191, H12 1.030
3 C -1.014 -0.634 0.575  N6 1.404, N7 1.525, H13 1.099, H14 1.056
4 C 1.418 -1.252 -0.008  N6 1.630, S9 1.632, H15 1.076
5 N 0.538 1.089 0.317  C1 1.223, N6 1.342
6 N 0.194 -0.176 0.026  C3 1.404, C4 1.630, N5 1.342
7 N -2.068 0.045 -0.293  C3 1.525, N8 1.391, H16 1.070, H17 1.074
8 N -3.272 -0.648 -0.369  N7 1.391, H18 1.093, H19 1.019
9 S 2.981 -0.813 -0.177  C2 1.826, C4 1.632
10 H 1.693 2.574 0.556  C1 1.084
11 H 2.919 1.385 -1.384  C2 1.191
12 H 3.673 1.466 0.183  C2 1.030
13 H -1.195 -1.713 0.476  C3 1.099
14 H -1.196 -0.245 1.540  C3 1.056
15 H 1.136 -2.272 0.187  C4 1.076
16 H -2.124 1.033 0.115  N7 1.070
17 H -1.580 0.181 -1.241  N7 1.074
18 H -3.268 -1.457 -1.104  N8 1.093
19 H -3.380 -1.087 0.544  N8 1.019

Computed properties:
Relative energy (zero: lowest compared OMol25 entry of this formula, charge and spin)   438.48 kJ/mol
Total charge   +2
Frontier orbital gap (alpha / beta)   8.24 / 6.54 eV
Multiplicity   3
HOMO level (alpha / beta)   -15.8 / -19.0 eV

Record 3
Formula: C4H10N5O
Source: the OMol25 dataset
Level of theory: ωB97M-V/def2-TZVPD

Each atom is followed by the atoms it is bonded to, with distances in Å.
CARTESIAN COORDINATES (ANGSTROEM)
1 C 0.762 -1.282 -0.985  C3 1.337, N5 1.392, H11 1.117
2 C 0.750 1.111 -1.233  N5 1.257, N6 1.515, N7 1.346
3 C -0.430 -1.710 -0.555  C1 1.337, N8 1.451, H12 1.074
4 C 0.630 0.431 1.091  N6 1.304, N9 1.346, O10 1.360
5 N 0.936 -0.065 -1.636  C1 1.392, C2 1.257
6 N 0.302 1.324 0.199  C2 1.515, C4 1.304, H13 1.015
7 N 0.902 2.240 -1.951  C2 1.346, H14 0.949, H15 1.009
8 N -1.647 -0.927 -0.456  C3 1.451, H16 1.001, H17 1.046
9 N -0.183 0.111 2.114  C4 1.346, H18 1.020, H19 0.964
10 O 1.944 0.087 1.171  C4 1.360, H20 0.959
11 H 1.724 -1.819 -0.801  C1 1.117
12 H -0.452 -2.690 -0.116  C3 1.074
13 H -0.594 1.790 0.301  N6 1.015
14 H 1.421 2.310 -2.742  N7 0.949
15 H 0.777 3.114 -1.463  N7 1.009
16 H -1.852 -0.178 -1.086  N8 1.001
17 H -2.464 -1.528 -0.199  N8 1.046
18 H -1.141 -0.036 1.796  N9 1.020
19 H 0.180 -0.647 2.586  N9 0.964
20 H 2.266 -0.398 1.934  O10 0.959

Computed properties:
Relative energy (zero: lowest compared OMol25 entry of this formula, charge and spin)   90.78 kJ/mol
Total charge   +1
Frontier orbital gap   8.27 eV
SMILES   N/C=C\N=C(\N)NC(=[NH2+])O
HOMO level   -11.9 eV

Record 4
Formula: C4H10NO
Source: the OMol25 dataset
Level of theory: ωB97M-V/def2-TZVPD

Each atom is followed by the atoms it is bonded to, with distances in Å.
CARTESIAN COORDINATES (ANGSTROEM)
1 C 1.600 -0.718 -0.456  N2 1.442, H7 1.096, H8 1.102, H9 1.097
2 N 0.957 -0.399 0.795  C1 1.442, C4 1.529, H10 1.017
3 C -0.215 1.603 -0.162  C4 1.518, H11 1.111, H12 1.091, H13 1.092
4 C -0.365 0.364 0.702  N2 1.529, C3 1.518, C5 1.628, H14 1.093
5 C -1.396 -0.724 0.068  C4 1.628, O6 1.325, H15 1.138, H16 1.128
6 O -1.018 -1.993 0.105  C5 1.325
7 H 2.633 -0.356 -0.520  C1 1.096
8 H 1.073 -0.257 -1.307  C1 1.102
9 H 1.427 -1.781 -0.671  C1 1.097
10 H 0.602 -1.233 1.256  N2 1.017
11 H -1.212 2.085 -0.083  C3 1.111
12 H 0.557 2.351 0.025  C3 1.091
13 H -0.212 1.356 -1.226  C3 1.092
14 H -0.514 0.634 1.751  C4 1.093
15 H -2.326 -0.572 0.706  C5 1.138
16 H -1.590 -0.360 -0.982  C5 1.128

Computed properties:
Relative energy (zero: lowest compared OMol25 entry of this formula, charge and spin)   98.25 kJ/mol
Total charge   -1
Frontier orbital gap   6.79 eV
SMILES   CN[C@@H](C)C[O-]
HOMO level   -2.4 eV

Record 5
Formula: C4H10NO
Source: the OMol25 dataset
Level of theory: ωB97M-V/def2-TZVPD

Each atom is followed by the atoms it is bonded to, with distances in Å.
CARTESIAN COORDINATES (ANGSTROEM)
1 C 1.930 0.986 -1.011  C2 1.552, H7 1.092, H8 1.094, H9 1.085
2 C 1.154 -0.095 -0.212  C1 1.552, N3 1.436, H10 1.111, H11 1.110
3 N -0.180 -0.245 -0.721  C2 1.436, C4 1.465
4 C -0.974 -1.111 0.153  N3 1.465, C5 1.563, H13 1.101, H14 1.100
5 C -1.854 -0.179 1.047  C4 1.563, O6 1.418, H15 1.107, H16 1.100
6 O -1.874 1.111 0.459  C5 1.418, H12 1.061
7 H 2.834 1.241 -0.453  C1 1.092
8 H 1.256 1.847 -0.998  C1 1.094
9 H 2.089 0.629 -2.023  C1 1.085
10 H 1.774 -1.007 -0.345  C2 1.111
11 H 1.203 0.109 0.878  C2 1.110
12 H -1.059 0.934 -0.198  O6 1.061
13 H -0.235 -1.722 0.695  C4 1.101
14 H -1.600 -1.800 -0.433  C4 1.100
15 H -2.916 -0.488 1.060  C5 1.107
16 H -1.548 -0.208 2.103  C5 1.100

Computed properties:
Relative energy (zero: lowest compared OMol25 entry of this formula, charge and spin)   96.76 kJ/mol
Total charge   -1
Frontier orbital gap   6.68 eV
HOMO level   -2.1 eV

Record 6
Formula: C4H10NO
Source: the OMol25 dataset
Level of theory: ωB97M-V/def2-TZVPD

Each atom is followed by the atoms it is bonded to, with distances in Å.
CARTESIAN COORDINATES (ANGSTROEM)
1 C 1.266 -1.792 -1.128  N2 1.454, H7 1.106, H8 1.094, H9 1.092
2 N 0.829 -0.487 -0.661  C1 1.454, C3 1.440, H10 0.999
3 C 0.077 -0.451 0.566  N2 1.440, C4 1.530, H11 1.109, H12 1.109
4 C -1.073 0.552 0.677  C3 1.530, C5 1.593, H13 1.115, H14 1.087
5 C -0.718 2.104 0.621  C4 1.593, O6 1.358, H15 1.105, H16 1.118
6 O -1.876 2.782 0.410  C5 1.358
7 H 0.424 -2.508 -1.174  C1 1.106
8 H 2.145 -2.105 -0.556  C1 1.094
9 H 1.506 -1.693 -2.188  C1 1.092
10 H 0.565 0.141 -1.392  N2 0.999
11 H 0.803 -0.320 1.393  C3 1.109
12 H -0.337 -1.430 0.881  C3 1.109
13 H -1.701 0.340 -0.219  C4 1.115
14 H -1.790 0.397 1.479  C4 1.087
15 H -0.116 2.297 1.527  C5 1.105
16 H -0.003 2.174 -0.236  C5 1.118

Computed properties:
Relative energy (zero: lowest compared OMol25 entry of this formula, charge and spin)   115.44 kJ/mol
Total charge   -1
Frontier orbital gap   5.76 eV
SMILES   CNCCC[O-]
HOMO level   -2.0 eV

- Among the records above, which one has the highest relative energy (zero: lowest compared OMol25 entry of this formula, charge and spin)?
  C4H10N4S